The following is a quantum chemistry calculation of a molecular structure, C35H34ClNOSi2Tm, from OMol25.

Positions of all 75 atoms, in Å:
H 1.47795 1.83897 1.67250
H 3.89970 -4.45906 -3.62451
H -1.10541 3.95484 -1.84153
H -0.37881 -1.67754 3.44484
H 2.19598 -5.60188 1.86427
C -3.04458 4.04290 2.14207
C 0.56157 0.16057 2.72984
C -3.61241 2.23436 4.15769
C 3.58094 0.49833 0.99715
H 0.43208 1.07231 -0.50332
C -1.24244 -0.99289 1.56015
C -3.06242 3.80916 -2.74412
C -4.69478 2.52287 -1.55664
H 3.80247 -6.74231 -2.55473
H -5.70552 2.09400 -1.48058
C 3.65880 -0.12501 2.28200
C -1.35652 1.27900 -4.72076
Si -2.38311 -0.43360 -1.06662
H -4.05215 1.61545 0.28544
C 0.73845 0.71157 -3.62432
C -0.10620 0.89669 0.45354
H 3.42517 -2.44626 -2.24333
C -4.41204 3.36947 4.02839
H 0.59667 1.78790 -5.47613
H 3.81033 -4.93963 2.13096
C 3.43189 -3.44530 -1.79584
C 0.00873 0.04645 -2.63406
H -0.12134 3.62189 0.67739
C 0.03968 1.30841 -4.67236
H -2.82230 4.78822 1.37871
H -5.08928 3.47857 -3.45945
H 4.14981 -0.20453 -1.04610
C 0.72503 1.03061 1.64538
C 4.12279 -0.39155 0.02654
C -4.09642 4.29091 3.02992
C -2.29058 2.84255 2.19241
C 2.86359 -4.77466 1.58825
O 2.27467 -3.50333 2.06153
H 5.13361 -2.37598 0.29554
C -1.40320 0.11768 -2.57284
C 3.66688 -4.57836 -2.57175
H 2.10766 -3.57759 3.01333
C -1.19280 -0.15203 0.43702
H -3.81501 1.53171 4.96338
H -2.70005 -1.79129 -1.25840
H -1.90258 1.74136 -5.54335
H 3.32773 0.28866 3.22641
H 3.30910 -6.84452 -0.06001
H -2.77583 4.39319 -3.62120
C 3.61269 -5.84302 -1.97871
H -1.90407 1.12807 3.45584
C -2.11338 3.56250 -1.73749
C -3.75079 2.25006 -0.54584
H 1.84550 0.73077 -3.56384
H 3.17016 1.47241 0.78611
C -4.36028 3.29330 -2.66245
H 4.54193 -2.07956 2.91501
C -0.35554 -0.91664 2.64724
H 0.53905 -0.57697 -1.88711
C -2.43495 2.78547 -0.62083
C 4.57498 -1.54796 0.72250
H -1.98076 -1.78980 1.53858
N 3.16688 -3.52192 -0.47722
H -3.16997 0.64068 -3.71174
Si -1.09757 2.51109 0.75620
H 1.12871 0.32331 3.64940
C 3.33428 -5.91469 -0.61603
Cl 0.33392 -2.56635 -0.61103
C -2.07403 0.66232 -3.68412
C -2.54258 1.99207 3.28026
C 3.11462 -4.73054 0.10617
H -4.66999 5.20918 2.94032
Tm 2.10261 -1.52518 0.87181
C 4.26146 -1.40696 2.11087
H -5.24839 3.54708 4.70340

Forces on the atoms, in the same order (eV/Å):
-0.8 -0.5 0.2
-0.1 -0.1 0.1
-0.1 0.1 -0.1
-0.2 0.5 -0.4
0.0 0.3 -0.2
0.0 -0.4 -0.1
0.9 1.8 -1.3
0.1 0.0 0.0
0.4 -0.5 0.4
-0.4 -0.1 0.5
0.1 -0.2 0.8
0.2 0.1 0.0
-0.2 -0.5 0.4
-0.1 0.1 0.1
0.5 0.2 0.0
0.6 -0.1 -0.7
0.0 -0.4 0.3
3.5 1.6 1.9
0.1 0.4 0.0
-0.2 -0.5 0.3
-1.1 0.6 -0.6
0.0 -0.4 0.2
0.4 -0.2 -0.3
-0.2 0.0 0.2
-0.2 0.2 -0.2
-0.1 -0.6 0.3
0.1 0.1 0.5
0.1 -0.1 -0.1
0.0 0.3 -0.2
-0.1 -0.2 0.0
0.3 0.0 0.4
0.2 -0.1 0.3
0.9 -1.5 2.3
0.2 0.1 0.6
0.4 -0.1 -0.1
0.2 -0.1 1.2
-0.1 0.3 0.7
0.1 -1.1 0.0
-0.3 0.3 0.1
-0.1 0.2 -1.0
0.0 0.2 0.2
0.1 -0.1 -0.3
-0.9 -0.6 -1.7
0.1 0.1 -0.1
-0.8 -1.4 0.3
0.3 -0.2 0.1
0.1 0.0 -0.2
-0.1 -0.1 -0.3
-0.1 -0.1 0.3
0.0 0.5 0.5
-0.3 0.0 -0.1
-0.6 -0.2 -0.4
0.2 0.2 -0.6
-0.8 -0.1 -0.3
0.1 0.0 -0.1
0.5 0.1 0.1
-0.1 0.0 -0.3
-0.9 -1.2 -0.6
-0.4 0.8 -0.5
0.3 -0.4 0.0
0.7 0.2 0.6
0.1 0.0 0.2
-0.5 -0.4 0.0
0.4 0.2 0.0
-2.2 1.8 -1.0
-0.2 0.0 -0.3
0.0 0.6 0.4
0.4 -0.4 0.0
0.3 0.4 0.2
-0.4 0.2 -0.1
0.2 0.3 -1.0
0.1 -0.1 0.0
-1.6 -1.1 -0.4
0.8 1.1 -0.6
0.2 -0.1 -0.2

Properties
- spin multiplicity = 3
- charge = +1
- highest occupied orbital energy (alpha / beta) (eV) = -8.8 / -8.8
- LUMO energy (alpha / beta) (eV) = -3.735 / -3.734
- E (Eh) = -3608.25136


The following is a quantum chemistry calculation of a molecular structure, C35H34FIrN5O5S2, from OMol25.

Positions of all 83 atoms, in Å:
H -2.72378 -7.27828 -3.23555
H -0.80091 6.02289 2.82567
N -0.86140 4.38561 4.14682
H 2.45588 -3.62398 5.11644
C -2.25664 -4.72361 -2.23906
O 3.36156 -4.00528 -7.38602
C 0.22912 1.42088 2.14613
C -3.69149 4.31052 -1.49429
H 4.55706 -2.46405 4.48641
H -1.89930 4.60064 1.75531
Ir 1.07981 -1.71399 -1.25446
C -0.66915 0.34792 -2.74133
F 0.80419 2.05014 4.31132
H 3.68853 -1.27657 -2.53709
H 1.80384 -4.89473 -5.18313
C 1.56919 -3.37577 3.17852
C -1.51238 -3.72531 -1.64622
H -3.87159 5.12676 -2.17828
C -1.13726 2.85140 0.78134
C -0.80698 1.11042 -1.43070
C -0.68052 5.80985 3.88149
H 5.12680 -3.58407 -6.35343
H 0.69941 4.01886 5.57835
O 0.26502 -0.36831 0.09887
H 0.64872 -3.88813 3.43735
H 0.82434 0.52025 2.26087
C 0.23225 -4.04552 -3.10201
N -1.72255 3.11571 -0.45262
H -0.01665 -5.58826 -4.58655
H -4.01610 5.55348 0.32959
H -2.26406 -7.72532 -5.48796
C -0.92913 5.11077 6.46598
N -0.29079 -3.39993 -2.06982
C -1.74283 6.58200 4.67890
H -2.63336 6.78896 4.09013
C 3.90323 -2.07324 2.48115
C -1.27448 3.72546 1.86381
C 3.75724 -2.57621 3.76511
H -2.73034 6.21814 6.50229
H -0.77185 3.06941 5.76372
C -0.38807 4.04971 5.49216
N 2.12380 -2.59903 -2.77034
C 1.58612 -3.58268 -3.51466
H -4.02477 3.34663 -1.85400
H 4.81764 -1.57222 2.18262
O -1.30684 0.76842 -3.69250
H -4.16478 3.75603 0.59765
H -1.89031 2.58641 -2.45333
C -2.44337 4.34866 -0.67654
H -2.69283 4.93511 5.44372
C 4.17137 -4.09841 -6.22479
C -3.77650 4.55710 -0.01804
O -1.75320 -7.03421 -5.05802
N -2.15298 5.71024 5.83521
H -3.45479 -6.09191 -4.32102
O 0.11043 -0.67458 -2.78033
C 3.98822 -2.52579 -4.25809
C 1.71909 -2.87623 1.88449
C 3.46920 -3.56602 -5.00165
H 0.32635 6.13732 4.16538
H -1.18926 4.67349 7.42569
H -1.35068 7.51513 5.07616
H 4.37804 -5.16045 -6.09759
H 4.93368 -2.06783 -4.51905
C -1.48822 2.28406 -1.49541
H -0.22439 5.92167 6.63273
H 3.19494 -3.07716 -7.58072
C 2.24596 -4.09174 -4.61048
C -0.40139 1.67714 0.93389
C 0.12306 2.31186 3.17408
S 0.45960 -3.10133 0.68674
H -3.24507 -4.96150 -1.86438
C -0.27727 0.70750 -0.16683
C 2.57971 -3.22709 4.11640
H -1.80132 5.21490 -0.78625
S 3.12163 -1.63675 -0.09418
C 2.88219 -2.21922 1.54372
H -1.89047 -3.16817 -0.79797
C -2.50132 -6.50745 -3.98004
C -0.44777 -5.06394 -3.74845
C 3.29721 -2.07285 -3.14940
C -1.71542 -5.41276 -3.31425
C -0.64986 3.47844 3.07065

Forces on the atoms, in the same order (eV/Å):
0.0 0.0 0.0
0.0 0.0 0.0
0.1 0.1 0.1
0.0 0.0 0.0
0.0 0.0 0.1
0.0 -0.1 0.0
0.1 -0.2 0.1
-0.1 -0.1 -0.1
0.0 0.0 0.0
0.0 0.0 0.0
-0.4 -1.6 2.1
0.1 -0.1 0.1
0.0 0.0 0.0
0.0 0.0 0.0
0.0 0.0 0.0
-0.1 -0.1 0.1
0.0 0.0 -0.1
0.0 0.0 0.0
-0.1 0.1 -0.1
0.2 0.0 0.0
0.1 -0.1 0.1
0.0 0.0 0.0
0.0 0.0 0.0
0.3 -0.3 0.2
0.1 0.0 0.0
0.0 0.0 0.0
0.4 0.0 -0.1
0.0 0.1 0.1
0.0 0.0 0.0
0.0 0.0 0.0
0.0 0.0 0.0
0.0 -0.1 0.0
-0.8 0.6 -0.2
0.0 0.0 -0.1
-0.1 0.0 0.0
0.1 0.0 0.1
-0.1 0.1 -0.2
0.0 0.0 -0.1
0.0 0.0 0.0
0.0 0.0 0.0
-0.1 0.0 -0.1
0.1 0.0 0.0
-0.4 -0.1 0.1
0.0 0.0 0.0
0.0 0.0 0.0
0.0 0.0 0.0
0.0 0.0 0.0
0.0 0.0 0.0
0.1 0.0 0.0
-0.1 0.0 0.0
-0.1 0.0 -0.1
-0.1 0.0 0.1
0.0 0.0 0.0
0.2 0.0 0.0
0.0 0.0 0.0
0.3 0.3 -0.5
0.0 0.1 0.2
-0.4 -0.2 0.2
-0.1 -0.1 -0.1
0.0 0.0 0.0
-0.1 0.0 0.0
-0.1 0.0 0.1
0.0 0.0 0.0
0.0 0.0 0.0
0.0 0.0 0.0
0.0 0.1 0.0
0.0 0.0 0.0
0.0 -0.1 -0.2
-0.1 -0.1 -0.2
0.0 0.0 0.0
0.8 0.2 -0.9
0.0 0.0 0.0
-0.3 0.5 0.0
-0.1 0.0 0.0
0.0 0.0 0.0
0.0 1.0 -0.4
0.3 0.2 -0.2
0.0 0.0 0.0
0.1 0.0 0.0
-0.1 -0.2 -0.1
0.0 -0.2 0.1
0.1 -0.1 -0.1
0.0 -0.1 0.2

Properties
- charge = +1
- highest occupied orbital energy (eV) = -7.6
- LUMO energy (eV) = -3.204
- E (Eh) = -3004.46329


The following is a quantum chemistry calculation of a molecular structure, C35H34MnN2PTe, from OMol25.

Positions of all 74 atoms, in Å:
H 4.41223 -0.60876 -0.66014
H 0.86240 1.82880 -2.90678
H 4.40306 0.82301 -3.06939
C 2.63454 -3.97404 2.02298
H -4.27843 -1.55506 -1.13215
C 1.67867 -3.08178 1.61267
C 2.31281 4.39456 -1.23363
Te -0.11647 1.53944 1.45355
C -0.80229 -1.66406 -0.53955
C 3.23441 -1.78997 0.48465
C -3.35166 2.18772 4.32040
H 4.24045 -1.79437 -6.45206
C -5.31831 3.75315 4.40507
C -1.90577 2.08167 2.43229
C 3.16422 3.67547 -0.41014
H 0.63298 -3.20991 1.86108
H -4.99910 4.28548 5.30298
H 2.26135 -2.92565 -5.50367
H 3.85567 1.72876 0.16969
H -2.22935 2.59506 -0.34139
C -1.72363 -2.30810 -0.98487
H -4.43694 4.23486 1.87280
H -6.02144 2.97926 4.71770
H -1.53360 4.09634 0.27300
C -2.61232 -4.35702 -2.03561
H 2.28904 5.47549 -1.17374
N 3.45792 -0.69208 -0.33725
C -3.66425 -5.07822 -2.58019
C 2.22932 -1.71257 -3.73341
C -2.82487 -3.07775 -1.51902
H -3.25814 3.99386 -0.08663
C -4.11266 -2.54275 -1.54458
C 3.19088 2.28603 -0.47708
C 2.73648 -2.11837 -4.96117
H -6.15758 -2.83904 -2.11129
C 4.45283 -0.43026 -4.80823
C 4.26710 -2.63646 0.87906
H 2.24008 1.20074 2.59334
H 3.80535 4.19366 0.29190
H 0.82778 4.29105 -2.78506
H -1.61334 -4.77505 -2.00524
C 1.48901 3.72935 -2.13730
H 1.35930 -2.20130 -3.30885
H 5.28242 -2.43832 0.56078
C 2.83820 -0.66393 -3.04546
C -5.16194 -3.26499 -2.09305
H 1.12847 1.83747 3.82021
H -5.84927 4.45676 3.76516
C 1.24844 1.09641 3.03250
C -2.40980 3.44535 0.31987
H -5.75785 -5.08997 -3.05326
H -1.10741 -0.21416 3.69786
H 1.10313 0.09479 3.41927
C 3.95820 -3.72996 1.65823
C -3.80666 3.52299 2.39643
C 2.36791 1.61762 -1.37671
P 2.20233 -0.19188 -1.42591
H 5.31061 0.07250 -5.23656
H -3.48879 -6.06968 -2.97951
H 2.35615 -4.83944 2.60719
H -3.62127 1.84562 5.31559
C -2.69720 3.00558 1.73786
C -2.24063 1.62242 3.70555
N 1.96930 -1.99582 0.87733
H -0.64614 0.90393 4.99171
C 3.94739 -0.01379 -3.58712
C 3.84687 -1.48020 -5.49283
C 1.51272 2.34705 -2.20742
C -1.48808 0.51960 4.41042
C -4.13390 3.15092 3.69549
Mn 0.60332 -0.61327 0.17171
H -2.14882 0.00080 5.10330
C -4.93968 -4.53119 -2.61633
H 4.74427 -4.40441 1.97292

Forces on the atoms, in the same order (eV/Å):
0.1 0.0 0.0
0.0 0.0 0.0
0.0 0.0 0.0
0.1 -0.1 0.0
0.0 0.0 0.0
-0.2 0.1 0.1
0.0 0.0 0.0
0.0 0.9 0.1
0.5 0.5 0.1
0.0 0.0 -0.1
0.0 0.0 0.1
0.0 0.0 0.0
0.0 0.0 0.0
0.0 -0.1 -0.1
0.0 0.0 0.0
0.0 0.0 0.0
0.0 0.0 0.0
0.0 0.0 0.0
0.0 0.0 0.0
0.0 0.0 0.0
-0.9 -0.7 -0.4
0.0 0.0 0.0
0.0 0.0 0.0
0.0 0.0 0.0
0.0 -0.1 0.0
0.0 0.0 0.0
0.0 -0.1 -0.1
0.1 0.0 0.0
0.0 0.0 0.0
0.3 0.2 0.1
0.0 0.0 0.0
-0.1 0.1 0.0
0.0 0.0 0.0
0.0 0.0 0.0
0.0 0.0 0.0
0.0 0.0 0.0
0.1 -0.1 0.1
0.0 0.0 0.0
0.0 0.0 0.0
0.0 0.0 0.0
0.0 0.0 0.0
0.0 0.0 0.0
0.0 0.0 0.0
0.0 0.0 0.0
-0.4 -0.1 -0.1
0.0 0.0 0.0
0.0 0.0 -0.1
0.0 0.0 0.0
0.0 0.2 0.1
0.0 0.0 0.2
0.0 0.0 0.0
-0.1 0.0 0.0
0.0 0.0 0.0
0.0 0.0 0.0
-0.1 0.0 0.0
0.0 0.0 -0.1
0.7 0.5 0.3
0.0 0.0 0.0
0.0 0.0 0.0
0.0 0.0 0.0
0.0 0.0 0.0
0.0 0.0 0.0
0.0 -0.1 0.0
0.0 0.4 -0.2
-0.1 0.0 0.0
0.0 0.0 -0.1
0.0 0.0 0.0
0.0 0.0 0.0
-0.1 0.1 0.0
0.0 0.0 0.0
0.0 -1.2 -0.1
0.0 0.0 0.0
0.0 0.0 0.0
0.0 0.0 0.0

Properties
- spin multiplicity = 2
- charge = +1
- highest occupied orbital energy (alpha / beta) (eV) = -10.0 / -10.1
- LUMO energy (alpha / beta) (eV) = -3.018 / -2.976
- E (Eh) = -3223.68831